Formula: C27H50FIO3SSn
Source: the OMol25 dataset
Level of theory: wB97M-V/def2-TZVPD

Calculated values
Charge: +2
Highest occupied orbital energy: -12.80 eV
Lowest unoccupied orbital energy: -0.419 Ha
Electronic energy: -2293.7517 Ha
Strongest force on any atom: 0.9 eV Å⁻¹

Each line ends with the Mulliken charge.
Element x y z (Å)
C  5.347  0.177  2.005  -1.031
C  5.335  1.296  0.945  0.141
C  6.088  0.926  -0.331  -1.253
C  5.465  -0.235  -1.109  -0.557
C  4.012  0.023  -1.501  0.136
C  3.482  -0.867  -2.634  0.287
C  3.871  -2.344  -2.557  -1.043
C  3.414  -3.036  -1.269  -0.569
C  1.934  -3.468  -1.244  -1.040
C  1.018  -2.545  -0.409  -1.057
C  0.112  -1.596  -1.234  -1.236
C  0.084  -0.189  -0.602  -1.736
C  -1.113  0.756  -0.841  2.021
C  -0.694  2.175  -0.343  -0.734
F  0.110  2.720  -1.350  -0.467
C  0.108  2.316  0.941  -0.407
C  -0.005  3.723  1.520  -1.667
C  -1.478  0.840  -2.346  -0.194
S  -2.368  2.340  -2.821  -0.065
I  0.094  0.756  -3.818  0.473
C  -2.421  -0.339  -2.544  0.290
O  -2.721  -0.875  -3.564  -0.546
O  -2.930  -0.689  -1.361  -0.410
C  -2.485  0.153  -0.263  1.683
C  -3.610  1.186  0.026  -0.618
C  -4.884  1.104  -0.826  -0.048
C  -5.713  2.372  -0.667  -1.556
O  -5.655  -0.044  -0.521  -0.557
C  -2.342  -0.875  0.894  0.934
C  -3.604  -1.732  1.030  -1.954
C  -1.913  -0.232  2.239  -0.867
C  -2.513  -0.833  3.518  -1.098
C  -3.927  -0.315  3.847  -1.050
H  4.362  -0.279  2.119  0.185
H  5.659  0.555  2.977  0.341
H  6.044  -0.613  1.726  0.311
H  5.785  2.198  1.358  0.459
H  4.302  1.550  0.698  -0.212
H  7.113  0.661  -0.064  0.386
H  6.120  1.799  -0.987  0.410
H  5.528  -1.148  -0.513  0.229
H  6.051  -0.388  -2.018  0.342
H  3.364  -0.054  -0.622  -0.267
H  3.937  1.066  -1.827  0.678
H  3.814  -0.450  -3.586  0.582
H  2.389  -0.822  -2.608  -0.966
H  4.951  -2.454  -2.667  0.295
H  3.420  -2.854  -3.411  0.555
H  4.046  -3.910  -1.111  0.384
H  3.601  -2.374  -0.421  0.253
H  1.880  -4.475  -0.831  0.386
H  1.554  -3.545  -2.265  0.502
H  0.386  -3.164  0.230  0.382
H  1.669  -1.927  0.213  0.383
H  -0.885  -2.027  -1.272  0.746
H  0.531  -1.550  -2.234  0.783
H  0.976  0.344  -0.935  0.929
H  0.150  -0.341  0.474  -0.256
H  -1.559  2.834  -0.275  0.734
H  -0.142  1.571  1.685  0.170
H  1.154  2.138  0.680  0.245
H  0.706  3.839  2.338  0.465
H  0.259  4.465  0.769  0.348
H  -0.999  3.927  1.918  0.378
H  -2.728  1.870  -4.023  0.328
H  -3.944  1.082  1.064  -0.262
H  -3.243  2.202  -0.048  0.214
H  -4.637  1.011  -1.882  0.444
H  -6.127  2.439  0.342  0.370
H  -5.145  3.269  -0.904  0.353
H  -6.555  2.326  -1.357  0.454
H  -6.191  0.144  0.256  0.429
H  -1.557  -1.574  0.613  -0.210
H  -4.468  -1.170  1.389  0.061
H  -3.899  -2.139  0.068  0.425
H  -3.412  -2.584  1.684  0.615
H  -2.135  0.836  2.236  0.306
H  -0.833  -0.309  2.345  0.452
H  -1.837  -0.541  4.331  0.738
H  -2.502  -1.925  3.489  0.787
H  -3.963  -0.080  4.953  0.179
H  -4.702  -1.044  3.576  0.442
H  -4.158  0.651  3.402  0.339
Sn  -4.233  -1.686  6.116  1.169